[1]
Molecular formula: C4H9NO2
Method: DFT, ωB97M-V with the def2-TZVPD basis set

Results
**Orbital gap**: 10.79 eV
**Energy above the lowest of the compared OMol25 structures with the same formula, charge and spin**: 143.5 kJ/mol
**Strongest force on any atom**: 0.744 eV/Å
**SMILES string**: CCN=C=O.CO

Last column: Mulliken charge in e.
Positions of all 16 atoms, in Å:
C (0.378, -2.029, -0.061)  -0.950
C (0.534, -1.348, 1.292)  -0.392
N (-0.090, -0.031, 1.310)  -0.476
C (-1.237, 0.352, 1.301)  0.762
O (-2.302, 0.848, 1.293)  -0.465
H (0.824, -1.415, -0.850)  0.275
H (0.870, -3.008, -0.046)  0.337
H (-0.680, -2.183, -0.300)  0.302
H (0.102, -1.957, 2.093)  0.357
H (1.592, -1.204, 1.526)  0.261
C (-0.213, 2.169, -1.481)  -0.525
O (0.942, 1.455, -1.098)  -0.503
H (-0.167, 3.231, -1.195)  0.236
H (-0.285, 2.115, -2.571)  0.247
H (-1.135, 1.742, -1.059)  0.198
H (0.867, 1.265, -0.153)  0.337


[2]
Molecular formula: C5H5NO
Method: DFT, ωB97M-V with the def2-TZVPD basis set

Results
**Orbital gap**: 10.81 eV
**Energy above the lowest of the compared OMol25 structures with the same formula, charge and spin**: 233.7 kJ/mol
**Strongest force on any atom**: 2.398 eV/Å
**SMILES string**: N#C[C@@H]1C[C@@H]1C=O

Last column: Mulliken charge in e.
Positions of all 12 atoms, in Å:
N (-2.783, 0.372, -0.822)  -0.411
C (-1.837, -0.146, -0.406)  0.054
C (-0.637, -0.793, 0.065)  0.073
C (0.067, -0.328, 1.319)  -0.628
C (0.694, -0.090, -0.030)  0.088
C (1.053, 1.126, -0.795)  -0.179
O (1.628, 2.120, -0.444)  -0.459
H (-0.593, -1.862, -0.132)  0.395
H (-0.408, 0.520, 1.822)  0.277
H (0.426, -1.083, 2.014)  0.255
H (1.400, -0.618, -0.726)  0.268
H (0.992, 0.782, -1.866)  0.266


[3]
Molecular formula: C4H15NO2
Method: DFT, ωB97M-V with the def2-TZVPD basis set

Results
**Orbital gap**: 9.72 eV
**Energy above the lowest of the compared OMol25 structures with the same formula, charge and spin**: 147.7 kJ/mol
**Strongest force on any atom**: 3.336 eV/Å
**SMILES string**: CC(C)CN.O.O

Last column: Mulliken charge in e.
Positions of all 22 atoms, in Å:
C (-0.749, 0.349, 0.534)  -1.003
C (-0.733, -0.966, -0.371)  0.716
C (-1.875, -0.886, -1.407)  -1.531
C (0.639, -0.976, -1.059)  -0.930
N (1.668, -1.720, -0.292)  -0.601
H (-1.288, 0.028, 1.425)  0.371
H (-1.241, 1.109, -0.067)  0.071
H (0.246, 0.684, 0.816)  0.284
H (-0.983, -1.731, 0.357)  0.290
H (-1.795, -1.720, -2.100)  0.412
H (-2.823, -1.106, -0.897)  0.365
H (-1.958, 0.125, -1.797)  0.321
H (0.989, -0.069, -1.526)  0.348
H (0.564, -1.587, -1.985)  0.347
H (1.309, -2.666, -0.273)  0.260
H (1.797, -1.348, 0.641)  0.281
O (-0.602, 3.728, 0.556)  -0.650
H (-0.576, 3.480, -0.381)  0.318
H (-1.419, 3.311, 0.916)  0.340
O (2.987, 0.342, 2.509)  -0.650
H (3.657, 0.754, 1.969)  0.322
H (2.188, 0.864, 2.434)  0.319


[4]
Molecular formula: C3H3N2
Method: DFT, ωB97M-V with the def2-TZVPD basis set

Results
**Orbital gap**: 10.29 eV
**Total charge**: +1
**Energy above the lowest of the compared OMol25 structures with the same formula, charge and spin**: 503.4 kJ/mol
**Strongest force on any atom**: 6.201 eV/Å

Last column: Mulliken charge in e.
Positions of all 8 atoms, in Å:
C (-0.571, 1.601, 1.420)  0.006
C (1.787, 1.108, -0.404)  -0.079
C (0.521, 0.472, 0.528)  -0.169
N (-0.920, 0.709, 0.683)  0.016
N (0.986, 0.309, -0.845)  0.112
H (0.797, -0.403, 1.033)  0.405
H (-1.727, 0.135, 0.129)  0.424
H (0.745, -0.437, -1.405)  0.285